Version one
The following is a DFT calculation (ωB97M-V with the def2-TZVPD basis set) of the molecule C2H5N3S.

Values from the calculation:
HOMO-LUMO gap   0.3558 hartree
E_LUMO   0.8 eV
Molar mass   103.2 g mol⁻¹
SMILES   [H]/N=C(\N)SN=C

```
! wB97M-V def2-TZVPD RIJCOSX def2/J DEFGRID3
* xyz 0 1
C 1.349 -0.334 -0.038
C -2.581 -0.219 -0.009
H 0.334 1.423 0.060
H 1.997 1.552 0.224
H 3.195 -0.547 -0.008
H -3.254 0.597 0.034
H -3.069 -1.201 -0.049
N 1.229 1.019 -0.188
N 2.341 -1.115 0.059
N -1.324 0.080 0.024
S -0.217 -1.255 -0.109
*
```

***

Version two
The following is a DFT calculation (ωB97M-V with the def2-TZVPD basis set) of the molecule C2H5N3S.

Values from the calculation:
HOMO-LUMO gap   0.3289 hartree
E_LUMO   -0.1 eV
Molar mass   103.1 g mol⁻¹
SMILES   CNNSC#N

```
! wB97M-V def2-TZVPD RIJCOSX def2/J DEFGRID3
* xyz 0 1
C 3.494 -0.478 -0.153
C -0.811 0.180 -0.081
N 4.110 -1.447 -0.047
N 0.259 -0.430 0.663
N 1.290 0.252 1.094
S 2.549 0.916 -0.392
H -1.071 0.973 0.461
H -0.583 0.248 -1.160
H -1.634 -0.548 -0.090
H 0.485 -1.398 0.409
H 0.922 1.179 1.305
*
```

***

The winner here is version one, beating the second structure by 0.0634 hartree.

***

Version one
The following is a DFT calculation (ωB97M-V with the def2-TZVPD basis set) of the molecule C2H5N3S.

Values from the calculation:
HOMO-LUMO gap   0.3752 hartree
E_LUMO   0.5 eV
Molar mass   103.2 g mol⁻¹
SMILES   [H]/N=C\N(S)/C=N\[H]

```
! wB97M-V def2-TZVPD RIJCOSX def2/J DEFGRID3
* xyz 0 1
C 0.722 1.414 -0.221
C 1.239 -0.988 -0.090
H -1.493 -0.236 1.464
H 1.807 1.448 -0.310
H -0.943 2.142 0.054
H 2.248 -0.605 -0.240
H 0.044 -2.421 0.214
N 0.262 0.060 -0.038
N -0.008 2.452 -0.173
N 1.023 -2.229 0.014
S -1.398 -0.304 0.129
*
```

***

Version two
The following is a DFT calculation (ωB97M-V with the def2-TZVPD basis set) of the molecule C2H5N3S.

Values from the calculation:
HOMO-LUMO gap   0.3382 hartree
E_LUMO   0.7 eV
Molar mass   103.2 g mol⁻¹
SMILES   [H]/N=C/N/C=N\S

```
! wB97M-V def2-TZVPD RIJCOSX def2/J DEFGRID3
* xyz 0 1
C -0.757 1.212 -0.040
C 1.117 -0.538 0.145
H -3.298 -1.146 0.116
H -0.737 2.285 0.050
H 1.269 1.427 -0.465
H 0.508 -1.425 0.546
H 2.695 -1.588 -0.199
N -1.921 0.645 -0.054
N 0.607 0.702 0.124
N 2.429 -0.627 -0.159
S -1.913 -0.947 -0.063
*
```

***

The winner here is version one, beating the second structure by 0.0395 hartree.

***

Version one
The following is a DFT calculation (ωB97M-V with the def2-TZVPD basis set) of the molecule C4H4ClNOS.

Values from the calculation:
HOMO-LUMO gap   0.3287 hartree
E_LUMO   0.7 eV
Molar mass   149.6 g mol⁻¹
SMILES   Cc1oc(Cl)nc1S

```
! wB97M-V def2-TZVPD RIJCOSX def2/J DEFGRID3
* xyz 0 1
C -1.413 -2.183 0.441
C -0.692 -0.944 0.092
C -0.362 1.120 -0.275
C 0.680 -0.694 0.115
H -2.522 -2.225 0.467
H -1.027 -2.541 1.429
H -1.093 -2.959 -0.257
H 2.954 -0.724 0.522
N 0.843 0.640 -0.243
O -1.327 0.224 0.021
S 2.002 -1.748 0.444
Cl -0.877 2.726 -0.587
*
```

***

Version two
The following is a DFT calculation (ωB97M-V with the def2-TZVPD basis set) of the molecule C4H4ClNOS.

Values from the calculation:
HOMO-LUMO gap   0.3200 hartree
E_LUMO   0.0 eV
Molar mass   149.6 g mol⁻¹
SMILES   ON1CC=C(Cl)C1=S

```
! wB97M-V def2-TZVPD RIJCOSX def2/J DEFGRID3
* xyz 0 1
C -0.364 0.874 0.803
C 1.109 0.818 0.540
C 1.351 -0.165 -0.336
C 0.088 -0.846 -0.725
H -2.209 -1.223 -0.752
H -0.610 0.671 1.868
H -0.833 1.835 0.502
H 1.838 1.447 0.983
N -0.841 -0.191 -0.046
O -2.174 -0.464 -0.106
S -0.219 -2.093 -1.772
Cl 2.866 -0.663 -0.958
*
```

***

The winner here is version one, beating the second structure by 0.0384 hartree.

***

Version one
The following is a DFT calculation (ωB97M-V with the def2-TZVPD basis set) of the molecule C6H9N.

Values from the calculation:
HOMO-LUMO gap   0.2803 hartree
E_LUMO   0.4 eV
Molar mass   95.1 g mol⁻¹
SMILES   CC1=C=C[C@@H](C)N1

```
! wB97M-V def2-TZVPD RIJCOSX def2/J DEFGRID3
* xyz 0 1
C -1.370 2.116 -0.113
C -0.478 1.005 0.337
C -0.546 0.364 1.641
C 0.575 -1.957 -0.652
C 0.389 -0.616 1.456
C 1.023 -0.682 0.089
N 0.435 0.514 -0.497
H -2.222 2.164 0.566
H -1.721 1.969 -1.140
H -0.842 3.074 -0.066
H 1.315 -2.322 -1.367
H -0.361 -1.758 -1.183
H 0.377 -2.755 0.068
H 0.680 -1.381 2.178
H 2.117 -0.586 0.112
H 0.629 0.853 -1.430
*
```

***

Version two
The following is a DFT calculation (ωB97M-V with the def2-TZVPD basis set) of the molecule C6H9N.

Values from the calculation:
HOMO-LUMO gap (alpha / beta)   0.3070 / 0.3070 hartree
E_LUMO (alpha / beta)   0.1 / 0.1 eV
Molar mass   95.1 g mol⁻¹

```
! wB97M-V def2-TZVPD RIJCOSX def2/J DEFGRID3
* xyz 0 1
C 1.265 1.302 0.258
C 0.605 -0.044 -0.118
C -0.522 -0.462 0.846
C -1.781 -0.154 0.040
C -1.087 -0.224 -1.312
C 1.602 -1.045 -0.408
N 2.392 -1.862 -0.647
H 1.972 1.695 -0.481
H 1.839 1.143 1.188
H 0.523 2.077 0.475
H -0.454 0.063 1.799
H -0.428 -1.537 1.004
H -2.556 -0.917 0.191
H -2.234 0.819 0.258
H -1.008 -1.257 -1.660
H -0.127 0.403 -1.434
*
```

***

The winner here is version one, beating the second structure by 0.0489 hartree.